Entry from OMol25: a cluster of 3 separate species, C15H43FN6O3P3 in total in a non-equilibrium geometry (ωB97M-V/def2-TZVPD).

Structure (XYZ):
```
71
Properties=species:S:1:pos:R:3:forces:R:3
C 1.4434 3.1845 6.4279 0.28 0.20 0.03
P 2.5180 4.2886 5.5249 -0.14 -0.50 0.07
C 4.2317 4.0065 6.0545 0.10 0.21 -0.55
C 4.9871 5.3189 5.9478 -0.19 0.06 0.72
O 4.8985 6.1819 6.7472 0.10 0.07 -0.16
F 5.7128 5.4208 4.8464 0.10 -0.12 -0.22
H 1.7240 2.1686 6.1482 -0.26 -0.06 -0.11
H 0.4016 3.3904 6.1958 -0.03 -0.16 -0.09
H 1.6463 3.3473 7.4870 -0.12 0.00 0.04
H 2.2120 5.6278 5.7592 -0.02 0.03 0.02
H 2.4110 4.0790 4.1507 -0.01 0.04 -0.03
H 4.6802 3.2300 5.4359 -0.07 -0.07 0.03
H 4.1985 3.6952 7.0964 0.06 0.05 0.05
O 0.4514 1.4304 3.8277 -1.09 -1.47 1.93
P -0.2533 0.8335 2.6592 0.91 2.15 -4.32
N 0.9298 0.0048 1.8062 0.50 0.36 0.10
C 0.8368 -0.3134 0.3912 -0.40 -0.38 -0.21
C 1.5401 -1.0896 2.5548 -0.01 0.01 0.32
N -0.7073 2.2614 1.7709 0.49 -0.29 -0.32
C 0.2058 2.8199 0.7806 0.11 0.04 -0.04
C -1.1786 3.3088 2.6621 -0.23 -0.10 0.12
N -1.6462 -0.0933 2.2490 -0.24 -0.01 2.64
C -2.5594 0.3646 1.2061 -0.01 0.03 -0.31
C -2.4125 -0.5357 3.4325 0.22 -0.20 0.08
H 0.1384 -1.1317 0.1766 0.00 -0.01 0.03
H 1.8194 -0.6162 0.0274 0.03 -0.04 0.12
H 0.5513 0.5397 -0.2083 -0.13 -0.06 0.02
H 0.8924 -1.9759 2.5883 0.05 -0.03 -0.08
H 1.7503 -0.7817 3.5791 -0.04 0.04 -0.01
H 2.4882 -1.3713 2.0961 -0.04 0.02 -0.09
H 1.2448 2.8770 1.1356 -0.02 0.03 -0.03
H -0.1208 3.8261 0.5139 -0.04 0.02 0.13
H 0.1899 2.2549 -0.1462 0.03 0.04 0.01
H -0.3535 3.8491 3.1529 -0.02 -0.01 0.01
H -1.8147 2.8986 3.4488 0.00 0.00 0.00
H -1.7766 4.0272 2.0987 0.04 0.00 -0.04
H -3.1141 1.2678 1.4713 0.03 0.01 0.02
H -3.2730 -0.4450 1.0371 0.04 -0.04 0.07
H -2.0378 0.5318 0.2671 0.06 0.09 0.06
H -2.9407 0.2918 3.9201 -0.09 -0.04 -0.04
H -1.7420 -0.9875 4.1668 -0.01 0.02 -0.01
H -3.1421 -1.2929 3.1483 0.02 0.00 -0.07
O 0.0577 -1.3268 -3.0415 -1.65 2.25 -0.22
P -0.7011 -2.0859 -4.0637 1.90 -4.35 -0.91
N -1.5105 -3.2912 -3.1964 0.36 -0.14 0.32
C -1.9840 -4.5374 -3.7649 -0.37 0.07 -0.33
C -2.4559 -2.7665 -2.2211 0.05 0.30 0.12
N 0.5692 -2.8093 -4.9951 -0.33 -0.54 0.25
C 1.1027 -4.1101 -4.6071 0.02 -0.06 0.10
C 1.6589 -1.8634 -5.2162 -0.04 0.20 -0.12
N -1.8002 -1.8708 -5.3785 0.14 2.43 0.78
C -1.5440 -2.5047 -6.6665 0.00 -0.26 -0.12
C -2.1836 -0.4602 -5.5798 -0.15 0.01 0.24
H -2.8847 -4.4139 -4.3832 0.00 0.03 0.02
H -2.2291 -5.2225 -2.9510 -0.03 0.07 0.05
H -1.2266 -5.0326 -4.3583 -0.05 0.08 -0.08
H -3.3906 -2.4270 -2.6916 -0.03 -0.09 0.03
H -2.0170 -1.9245 -1.6849 0.05 0.00 -0.05
H -2.6985 -3.5339 -1.4842 0.01 -0.07 -0.07
H 1.2935 -4.1953 -3.5299 0.03 -0.02 -0.02
H 2.0410 -4.2863 -5.1347 0.03 0.13 0.02
H 0.4433 -4.9196 -4.9097 0.06 0.00 0.01
H 2.3153 -1.7672 -4.3446 -0.03 0.04 0.01
H 1.2713 -0.8692 -5.4464 0.00 -0.01 0.01
H 2.2536 -2.1904 -6.0718 -0.03 -0.06 0.00
H -0.6738 -2.1009 -7.1899 0.02 0.00 0.03
H -2.4301 -2.3378 -7.2839 -0.03 0.05 0.07
H -1.4246 -3.5801 -6.5638 0.11 0.03 0.06
H -1.3623 0.1410 -5.9875 -0.05 0.00 -0.08
H -2.4876 -0.0144 -4.6304 0.04 0.00 -0.01
H -3.0333 -0.3915 -6.2590 0.00 -0.07 -0.01
```
Positions in Å, forces in eV/Å.

Output
Frontier orbital gap in eV: 6.96
ΔE to the lowest compared entry with this formula, charge and spin in kJ/mol: 0.0
Spin multiplicity: 1
Calculated total energy in eV: -61913.0362
Charge: +1
Lowest unoccupied orbital energy in Ha: -0.109



Entry from OMol25: a cluster of 7 separate species, C15H44ClN8O12 in total in a non-equilibrium geometry (ωB97M-V/def2-TZVPD).

Structure (XYZ):
```
80
Properties=species:S:1:pos:R:3:forces:R:3
Cl -0.2984 1.7413 0.8819 0.20 1.32 0.36
O 0.0538 1.0584 -0.3167 0.83 -1.17 -1.18
O -1.5915 1.2356 1.2683 0.05 0.49 0.60
O 0.6949 1.6624 1.9000 0.53 -2.12 1.11
O -0.2713 3.1413 0.5970 -1.62 1.68 -1.04
C -3.3107 0.0239 -1.5853 -0.99 -1.70 -0.42
O -3.5973 -1.3543 -2.0524 0.75 0.96 1.13
C -2.6766 -2.3277 -1.5116 -0.62 0.01 -0.80
C -3.0250 -3.6406 -2.2205 -0.29 1.26 -0.31
N -2.4590 -3.6177 -3.5665 0.24 -1.89 0.94
C -2.8725 -4.8442 -4.2450 0.66 -0.53 -0.97
C -2.0115 -5.0758 -5.4838 -0.24 1.72 -0.29
O -2.1419 -3.8684 -6.2978 0.05 -0.53 0.59
C -3.3400 -3.7165 -7.0674 1.33 -0.30 -0.43
H -2.2958 0.2977 -1.8738 -0.08 0.24 -0.02
H -3.4605 0.1210 -0.5100 0.35 -0.26 0.18
H -4.1101 0.6205 -2.0247 0.44 0.17 -0.34
H -2.7265 -2.4202 -0.4267 -0.27 0.17 0.15
H -1.6666 -2.0232 -1.7859 0.26 -0.08 0.09
H -4.1089 -3.6787 -2.3295 -0.48 0.10 0.40
H -2.7771 -4.5448 -1.6644 0.62 0.10 -0.05
H -2.5974 -2.7213 -4.0108 -0.38 -0.36 -0.39
H -3.9248 -4.9769 -4.4964 -0.53 0.66 -0.13
H -2.7146 -5.7201 -3.6158 0.34 0.17 0.57
H -2.1495 -5.9725 -6.0879 -0.76 -0.15 0.05
H -0.9779 -5.1510 -5.1462 0.12 0.53 -0.17
H -4.2937 -4.0015 -6.6232 0.17 -0.11 0.44
H -3.1534 -4.3013 -7.9682 -0.56 -0.12 -0.32
H -3.3717 -2.6670 -7.3601 -0.10 -0.02 0.12
C 6.3291 -0.4948 3.2804 -1.33 -1.47 0.34
O 5.1681 -1.0803 3.8559 -1.41 -0.84 0.05
C 4.4670 -2.1194 3.0977 1.12 -0.43 1.85
C 3.7168 -3.0389 4.1203 0.18 0.66 -1.56
N 2.4782 -2.5114 4.5970 0.18 -0.35 0.52
C 2.4738 -1.1084 4.9632 -1.45 -0.61 -0.38
C 1.1945 -0.9564 5.8008 2.15 0.19 1.08
O 1.2997 0.3231 6.3788 -2.66 1.81 -0.99
C 0.5704 1.3446 5.5725 1.78 -0.09 0.60
H 7.0599 -1.3034 3.2870 0.67 0.35 -0.40
H 6.5864 0.2833 3.9990 0.26 0.24 -0.60
H 6.0437 -0.2070 2.2685 0.73 0.57 -0.11
H 5.1764 -2.8581 2.7246 0.51 0.45 -0.80
H 3.8416 -1.6802 2.3205 -0.02 -0.06 -0.07
H 4.4550 -3.3303 4.8675 -0.18 0.44 0.53
H 3.4771 -3.9829 3.6309 0.06 -0.06 -0.34
H 1.7697 -2.6158 3.8848 0.01 -0.26 -0.09
H 2.4609 -0.4890 4.0664 -0.03 0.40 -0.05
H 3.3424 -0.7981 5.5440 -0.19 -0.33 0.15
H 1.3349 -1.6649 6.6172 -0.03 -0.08 0.20
H 0.2211 -1.2343 5.3967 0.03 0.46 -0.69
H 0.3755 2.1811 6.2436 -0.51 -0.30 0.09
H -0.2821 1.0034 4.9853 -0.27 -0.40 0.65
H 1.2256 1.7758 4.8157 0.39 -0.22 -0.11
C 0.1887 4.6629 -2.9914 -1.07 -2.49 1.50
O 0.2268 5.0912 -4.0893 0.67 1.29 -3.88
N 0.0755 5.4385 -1.9396 0.10 3.11 2.75
N 0.0457 3.3509 -2.7068 0.22 -1.87 -0.43
H 0.2936 5.1972 -0.9834 0.06 -0.41 -0.32
H 0.2013 6.4127 -2.1746 -0.07 -0.07 0.26
H -0.0871 2.9574 -1.7861 0.23 0.23 -0.03
H 0.1893 2.7238 -3.4854 -0.10 0.08 0.30
C 3.9495 0.8252 -0.6076 2.87 -0.22 -2.43
O 5.0708 0.6571 -1.0548 1.70 -0.67 -0.10
N 2.9108 0.7842 -1.3755 -4.26 -0.55 -3.57
N 3.6818 1.1375 0.6014 -0.81 1.01 4.66
H 1.9718 1.0406 -1.1059 0.13 -0.14 0.37
H 2.9466 0.3624 -2.2926 0.53 0.26 0.29
H 4.4456 1.2526 1.2521 -0.54 0.16 -0.05
H 2.7077 1.3139 0.8020 0.32 0.10 0.96
C -3.9913 4.1031 -0.1170 -0.56 -2.57 2.31
O -4.7227 4.9729 -0.4008 -2.62 4.22 -1.16
N -3.9989 3.4279 0.9873 -0.93 -2.09 5.90
N -3.1738 3.5212 -0.9139 4.17 0.53 -6.84
H -4.6532 3.6047 1.7360 0.07 0.26 -0.36
H -3.2779 2.7585 1.2159 0.00 0.13 -0.20
H -2.5017 2.7708 -0.9877 -0.45 0.01 1.32
H -2.9634 4.2526 -1.5779 0.38 -0.52 -0.99
O -1.1558 6.5893 1.0248 0.08 0.38 -0.05
H -0.8142 6.2353 1.8459 0.06 -0.16 0.19
H -1.1759 5.8395 0.4302 -0.20 -0.32 -0.15
```
Positions in Å, forces in eV/Å.

Output
Frontier orbital gap in eV: 9.16
ΔE to the lowest compared entry with this formula, charge and spin in kJ/mol: 0.0
Spin multiplicity: 1
Calculated total energy in eV: -65274.9967
Charge: -1
Lowest unoccupied orbital energy in Ha: 0.088